{"formula": "C3H18NO4", "method": "the ωB97M-V functional and the def2-TZVPD basis", "orbital_gap_ev": 11.0, "total_charge": 1, "symbols": ["C", "C", "N", "C", "H", "H", "H", "H", "H", "H", "H", "H", "H", "H", "H", "H", "O", "H", "H", "O", "H", "H", "O", "H", "H", "O"], "coordinates": [[2.517, 1.490, 1.312], [3.295, 1.291, 0.065], [2.442, 1.174, -1.217], [3.155, 1.262, -2.525], [2.002, 2.440, 1.401], [1.744, 0.691, 1.469], [3.029, 1.228, 2.237], [3.892, 2.208, -0.122], [4.070, 0.523, 0.109], [1.850, 2.003, -1.259], [1.784, 0.401, -1.061], [3.146, 2.286, -2.873], [2.708, 0.644, -3.317], [4.230, 1.044, -2.426], [-0.972, 1.236, -0.110], [-0.909, -0.220, -0.619], [-0.493, 0.638, -0.693], [-3.177, 1.091, 2.929], [-3.796, -0.299, 3.085], [-3.231, 0.217, 2.517], [-1.847, -3.311, -0.886], [-1.861, -1.886, -0.521], [-1.248, -2.555, -0.835], [-4.988, -2.509, 1.687], [-5.280, -3.491, 0.705], [-4.564, -2.872, 0.895]]}



{"formula": "C2H44O22Sr", "method": "the ωB97M-V functional and the def2-TZVPD basis", "orbital_gap_ev": 7.7, "symbols": ["Sr", "O", "C", "C", "O", "H", "H", "H", "H", "O", "H", "H", "O", "H", "H", "O", "H", "H", "O", "H", "H", "O", "H", "H", "O", "H", "H", "O", "H", "H", "O", "H", "H", "O", "H", "H", "O", "H", "H", "O", "H", "H", "O", "H", "H", "O", "H", "H", "O", "H", "H", "O", "H", "H", "O", "H", "H", "O", "H", "H", "O", "H", "H", "O", "H", "H", "O", "H", "H"], "coordinates": [[-0.195, 1.164, -3.423], [-1.381, 0.639, -1.321], [-0.566, -0.260, -0.460], [0.620, 0.503, -0.164], [1.248, 0.545, -1.361], [-0.308, -1.243, -0.907], [-1.030, -0.419, 0.509], [1.288, -0.015, 0.557], [0.455, 1.492, 0.130], [1.942, -1.028, 3.805], [2.816, -0.915, 4.129], [2.054, -1.572, 2.982], [1.748, -2.188, -1.281], [1.466, -1.279, -1.318], [2.533, -2.125, -1.841], [-2.687, 0.490, -4.255], [-3.308, 0.426, -4.958], [-2.889, -0.221, -3.608], [3.058, 2.342, -0.740], [2.502, 1.524, -0.980], [3.524, 2.601, -1.558], [-1.099, 0.135, 3.573], [-0.832, 0.983, 3.138], [-0.572, -0.524, 3.177], [-0.454, -2.533, 2.590], [-0.161, -2.696, 1.700], [0.199, -2.982, 3.175], [-3.261, -0.556, 2.211], [-3.635, 0.264, 2.460], [-2.378, -0.573, 2.585], [3.802, -0.434, -1.854], [2.845, -0.232, -1.835], [3.998, -0.071, -2.752], [-1.945, 2.580, 0.137], [-2.746, 2.695, -0.366], [-1.579, 1.809, -0.326], [-3.983, 0.394, -0.417], [-4.209, -0.111, 0.312], [-3.051, 0.464, -0.574], [-0.548, 2.609, 2.632], [-1.126, 2.842, 1.932], [-0.886, 2.961, 3.436], [0.409, -1.467, -3.707], [1.296, -1.752, -3.816], [0.016, -2.273, -3.471], [-2.841, -2.689, 0.253], [-3.436, -2.450, -0.434], [-2.717, -1.815, 0.585], [-2.681, -1.539, -2.541], [-2.409, -0.890, -1.881], [-2.036, -2.258, -2.673], [0.916, 3.145, -2.238], [1.307, 2.788, -1.441], [1.433, 3.947, -2.319], [2.183, -2.415, 1.245], [2.015, -3.331, 1.447], [2.027, -2.277, 0.327], [-0.348, -3.622, -0.002], [-1.230, -3.382, 0.299], [-0.038, -2.830, -0.419], [0.108, 4.587, 0.259], [-0.207, 3.728, 0.105], [-0.275, 4.873, 1.074], [3.781, 0.075, 1.051], [2.923, 0.511, 1.245], [3.774, 0.068, 0.121], [1.866, 1.519, 2.755], [1.049, 1.665, 2.249], [1.838, 0.617, 3.070]]}



{"formula": "C29H24BrIN8O2PtS2", "method": "the ωB97M-V functional and the def2-TZVPD basis", "orbital_gap_ev": [6.8, 6.4], "spin_multiplicity": 3, "symbols": ["Pt", "N", "C", "C", "C", "C", "C", "C", "S", "O", "O", "N", "C", "N", "C", "C", "C", "N", "H", "H", "H", "H", "H", "H", "H", "H", "H", "S", "C", "N", "N", "C", "C", "C", "C", "C", "C", "N", "N", "C", "C", "C", "C", "C", "C", "H", "H", "H", "H", "H", "H", "H", "H", "H", "H", "H", "Br", "C", "C", "C", "C", "C", "C", "I", "H", "H", "H", "H"], "coordinates": [[-0.413, -0.404, -0.450], [-2.105, 5.223, 4.708], [-1.742, 3.972, 4.226], [-0.571, 3.353, 4.675], [-0.181, 2.135, 4.158], [-0.950, 1.530, 3.170], [-2.119, 2.128, 2.721], [-2.516, 3.341, 3.252], [-0.442, -0.007, 2.509], [-1.588, -0.526, 1.756], [0.101, -0.798, 3.573], [0.604, 0.297, 1.316], [1.975, 0.199, 1.512], [2.679, -0.267, 0.480], [3.995, -0.318, 0.646], [4.622, 0.074, 1.816], [3.790, 0.557, 2.812], [2.474, 0.642, 2.672], [-1.715, 5.483, 5.599], [-3.078, 5.464, 4.616], [0.033, 3.840, 5.431], [0.726, 1.651, 4.496], [-2.718, 1.635, 1.967], [-3.422, 3.816, 2.895], [4.566, -0.696, -0.196], [5.692, 0.015, 1.940], [4.192, 0.905, 3.758], [-0.306, -0.622, -2.746], [0.114, -2.323, -2.741], [0.584, -2.980, -3.752], [0.825, -2.333, -4.865], [1.357, -2.993, -5.987], [1.583, -4.363, -5.981], [2.103, -4.963, -7.117], [2.396, -4.215, -8.250], [2.164, -2.847, -8.242], [1.646, -2.232, -7.114], [-0.079, -3.150, -1.623], [-0.418, -2.564, -0.578], [-0.669, -3.448, 0.538], [-1.712, -4.353, 0.460], [-1.969, -5.172, 1.548], [-1.186, -5.078, 2.692], [-0.144, -4.162, 2.750], [0.117, -3.336, 1.668], [0.692, -1.327, -4.896], [1.351, -4.938, -5.097], [2.280, -6.031, -7.115], [2.801, -4.695, -9.131], [2.387, -2.252, -9.117], [1.464, -1.164, -7.106], [-2.311, -4.406, -0.440], [-2.783, -5.884, 1.502], [-1.394, -5.714, 3.542], [0.460, -4.073, 3.642], [0.918, -2.611, 1.706], [1.037, 4.474, 1.096], [-0.769, 4.861, 0.716], [-1.331, 5.978, 1.318], [-2.667, 6.279, 1.109], [-3.448, 5.463, 0.303], [-2.885, 4.351, -0.305], [-1.543, 4.052, -0.106], [-0.754, 2.376, -1.089], [-0.722, 6.592, 1.967], [-3.097, 7.151, 1.584], [-4.492, 5.692, 0.139], [-3.485, 3.712, -0.938]]}



{"formula": "C6H15N2", "method": "the ωB97M-V functional and the def2-TZVPD basis", "orbital_gap_ev": 4.8, "total_charge": 1, "symbols": ["C", "C", "C", "C", "C", "N", "C", "N", "H", "H", "H", "H", "H", "H", "H", "H", "H", "H", "H", "H", "H", "H", "H"], "coordinates": [[0.460, 2.913, -2.155], [0.228, 1.792, -1.144], [1.106, 0.535, -1.306], [1.319, -0.195, 0.095], [0.342, -1.297, 0.201], [-0.974, -0.813, 0.136], [-1.706, -1.456, 1.074], [-1.228, -1.996, 2.206], [0.137, 2.681, -3.192], [-0.032, 3.862, -1.811], [1.587, 3.184, -2.188], [0.298, 2.402, -0.110], [-0.869, 1.661, -1.129], [2.011, 0.923, -1.805], [0.609, -0.368, -1.905], [2.388, -0.310, 0.143], [0.974, 0.403, 0.931], [0.580, -1.720, 1.183], [0.673, -2.063, -0.708], [0.515, -0.745, 5.123], [-2.768, -1.243, 0.854], [0.643, -0.007, 5.057], [-1.817, -2.755, 2.572]]}



{"formula": "C4H12N2O", "method": "the ωB97M-V functional and the def2-TZVPD basis", "orbital_gap_ev": 10.0, "smiles": "C[C@H](N)CNCO", "symbols": ["C", "N", "C", "O", "C", "C", "N", "H", "H", "H", "H", "H", "H", "H", "H", "H", "H", "H", "H"], "coordinates": [[-0.478, -0.738, -0.233], [-0.147, 0.334, -1.358], [0.952, 0.192, -2.242], [1.115, 1.402, -3.072], [-0.277, -0.005, 1.101], [0.373, -0.827, 2.222], [-1.526, 0.606, 1.651], [0.243, -1.571, -0.249], [-1.485, -1.126, -0.611], [-1.044, 0.469, -1.930], [0.722, -0.692, -3.007], [1.780, -0.195, -1.713], [0.986, 2.175, -2.438], [0.559, 0.807, 1.070], [0.228, -0.506, 3.344], [1.415, -1.166, 2.008], [-0.184, -1.761, 2.243], [-1.971, 1.272, 0.897], [-1.261, 1.329, 2.318]]}



{"formula": "C31H51F3N4O8S", "method": "the ωB97M-V functional and the def2-TZVPD basis", "orbital_gap_ev": 2.6, "symbols": ["C", "C", "N", "C", "C", "C", "C", "C", "C", "N", "C", "N", "C", "C", "C", "C", "N", "C", "C", "C", "C", "C", "S", "O", "O", "O", "C", "C", "C", "C", "C", "O", "O", "C", "C", "C", "O", "C", "H", "H", "H", "H", "H", "H", "H", "H", "H", "H", "H", "H", "H", "H", "H", "H", "H", "H", "H", "H", "H", "H", "H", "H", "H", "H", "H", "H", "H", "H", "H", "H", "H", "H", "H", "H", "H", "H", "H", "H", "H", "H", "H", "H", "H", "C", "C", "O", "C", "O", "C", "F", "F", "F", "H", "H", "H", "H", "H", "H"], "coordinates": [[4.071, 0.705, -4.953], [3.801, 0.806, -3.555], [3.314, 0.678, -2.146], [4.270, -0.284, -1.503], [4.017, -0.170, 0.114], [4.936, 1.067, 0.636], [5.122, 2.532, -0.153], [6.158, 3.539, 0.613], [6.965, 3.209, 1.985], [6.811, 1.875, 2.626], [5.871, 0.928, 1.974], [2.591, -0.269, 0.507], [2.452, -0.233, 1.996], [1.793, -1.676, 2.540], [2.901, -2.907, 2.551], [2.813, -3.889, 1.226], [4.188, -4.252, 0.648], [1.574, 0.563, -0.305], [1.768, 2.153, 0.089], [0.063, -0.028, 0.102], [-1.199, 0.921, -0.330], [-2.135, 1.362, 0.985], [-2.918, 3.066, 0.714], [-3.979, 3.252, 1.829], [-3.498, 3.077, -0.725], [-1.637, 4.225, 0.901], [1.862, 0.365, -1.953], [1.592, -1.178, -2.474], [0.041, -1.452, -3.014], [-0.422, -3.041, -2.767], [-2.084, -2.966, -2.611], [-2.772, -2.361, -3.603], [-2.829, -3.477, -1.446], [-3.290, -2.386, -0.568], [-3.730, -2.926, 0.952], [0.986, 1.308, -2.932], [1.344, 2.730, -3.032], [1.370, 3.211, -4.421], [4.204, 0.528, -6.124], [4.299, -1.366, -1.935], [5.363, 0.162, -1.686], [4.542, -1.149, 0.561], [4.553, 2.767, -1.145], [6.336, 4.603, 0.117], [7.664, 4.064, 2.428], [5.770, -0.133, 2.518], [2.304, -1.268, 0.262], [3.419, -0.117, 2.629], [1.691, 0.594, 2.398], [0.887, -2.019, 1.874], [1.405, -1.520, 3.643], [2.625, -3.603, 3.480], [4.005, -2.530, 2.772], [2.154, -3.468, 0.355], [2.327, -4.930, 1.547], [4.795, -4.710, 1.367], [4.684, -3.407, 0.284], [2.355, 2.338, 1.107], [0.778, 2.765, 0.196], [2.422, 2.758, -0.707], [-0.082, -1.158, -0.256], [-0.109, -0.096, 1.282], [-1.960, 0.362, -1.058], [-0.925, 1.924, -0.860], [-1.447, 1.491, 1.950], [-2.911, 0.507, 1.175], [-1.684, 4.850, 0.109], [2.267, -1.483, -3.412], [1.786, -2.014, -1.684], [-0.031, -1.262, -4.179], [-0.767, -0.808, -2.470], [-0.076, -3.753, -3.630], [-0.014, -3.334, -1.700], [-2.367, -1.676, -0.390], [-4.216, -1.787, -0.975], [-4.222, -3.989, 0.900], [-4.551, -2.184, 1.395], [-2.815, -2.873, 1.692], [1.115, 0.889, -4.048], [-0.182, 1.292, -2.803], [1.989, 2.549, -5.164], [0.272, 3.458, -4.801], [1.924, 4.268, -4.393], [-6.085, 1.452, 2.891], [-6.456, 0.985, 1.497], [-7.049, -0.309, 1.471], [-8.462, -0.447, 1.795], [-9.195, 0.388, 1.066], [-8.768, -0.373, 3.343], [-7.783, -0.987, 4.063], [-9.915, -1.039, 3.660], [-8.890, 0.877, 3.850], [-5.678, 0.633, 3.491], [-5.344, 2.256, 2.838], [-6.951, 1.855, 3.416], [-5.524, 0.886, 0.928], [-7.052, 1.735, 0.966], [-8.605, -1.521, 1.603]]}



{"formula": "H3OS", "method": "the ωB97M-V functional and the def2-TZVPD basis", "orbital_gap_ev": [11.4, 7.2], "spin_multiplicity": 2, "symbols": ["S", "H", "H", "H", "O"], "coordinates": [[1.819, 1.023, -0.364], [0.705, 1.500, 0.231], [-0.268, -1.347, 0.153], [-1.083, -0.200, -0.287], [-1.173, -0.977, 0.268]]}



{"formula": "C5H10NO2", "method": "the ωB97M-V functional and the def2-TZVPD basis", "orbital_gap_ev": [10.2, 7.9], "spin_multiplicity": 2, "symbols": ["C", "C", "N", "C", "C", "C", "O", "O", "H", "H", "H", "H", "H", "H", "H", "H", "H", "H"], "coordinates": [[-0.702, 1.944, 0.748], [-0.694, 0.525, 1.251], [-0.109, -0.411, 0.417], [-0.109, -1.775, 0.906], [-0.085, -0.232, -0.995], [1.381, -0.092, -1.587], [1.872, -1.331, -1.669], [-1.136, 0.221, 2.334], [0.165, 2.188, 0.142], [-1.560, 2.090, 0.084], [-0.785, 2.670, 1.548], [0.845, -2.028, 1.394], [-0.180, -2.454, 0.058], [-0.875, -1.881, 1.665], [-0.539, -1.061, -1.546], [-0.636, 0.649, -1.298], [1.923, 0.577, -0.899], [1.226, 0.404, -2.554]]}